*one*
Formula: C2H9N2S2
Source: the OMol25 dataset
Level of theory: ωB97M-V/def2-TZVPD

Properties
- Orbital gap: 9.56 eV
- Total charge: +1
- Spin multiplicity: 1

```
15
C2H9N2S2 | the OMol25 dataset | ωB97M-V/def2-TZVPD
C -0.834 0.832 1.202
C -1.094 0.405 -0.049
N 0.007 0.330 -1.030
N -1.799 0.920 2.197
H 0.204 0.815 1.559
H -2.059 0.041 -0.457
H -0.240 0.758 -1.919
H 0.813 0.834 -0.660
H 0.282 -0.637 -1.201
H -2.609 0.345 1.918
H -1.467 0.525 3.063
S 1.786 -2.265 -1.031
S 3.054 -0.578 -1.364
H 1.512 -1.999 0.299
H 2.444 -0.325 -2.526
```

*two*
Formula: C2H9N2S2
Source: the OMol25 dataset
Level of theory: ωB97M-V/def2-TZVPD

Properties
- Orbital gap: 8.64 eV
- Total charge: +1
- Spin multiplicity: 1

```
15
C2H9N2S2 | the OMol25 dataset | ωB97M-V/def2-TZVPD
C 0.958 1.881 -1.507
S 0.914 0.096 -1.763
S 2.341 -0.428 -0.302
H 0.358 2.333 -2.298
H 1.974 2.230 -1.628
H 0.536 2.199 -0.561
H 2.761 -1.500 -0.989
N -0.231 -1.269 1.446
C -1.499 -0.976 1.486
N -2.079 -0.258 0.542
H 0.475 -0.683 0.972
H 0.174 -1.819 2.189
H -2.082 -1.337 2.318
H -3.073 -0.404 0.383
H -1.527 -0.062 -0.287
```

Short version: *one* is the least stable of them.

*one*
Formula: C14H16
Source: the OMol25 dataset
Level of theory: ωB97M-V/def2-TZVPD

Properties
- Orbital gap (alpha / beta): 7.28 / 3.36 eV
- Total charge: +1
- Spin multiplicity: 2

```
30
C14H16 | the OMol25 dataset | ωB97M-V/def2-TZVPD
C 0.035 -0.364 3.002
C -0.055 2.740 0.797
C 1.208 3.243 1.115
C -0.425 1.535 1.395
C 0.472 0.794 2.139
C 2.101 2.443 1.807
C 1.813 1.196 2.333
H -0.708 3.403 0.247
H 1.575 4.223 0.845
H -1.441 1.150 1.409
H 3.140 2.764 1.895
H 0.613 -0.590 3.894
H 0.132 -1.293 2.412
H 2.493 0.533 2.841
H -1.016 -0.289 3.283
C 0.940 -2.354 -0.311
C -2.297 -1.975 -2.169
C -1.448 -2.333 -1.156
C -1.946 -1.084 -3.217
C -0.132 -1.840 -1.176
C -0.683 -0.464 -3.081
C 0.249 -0.833 -2.153
H -3.261 -2.466 -2.256
H -1.775 -2.928 -0.317
H -2.612 -0.988 -4.059
H -0.329 0.116 -3.929
H 0.396 -2.604 0.619
H 1.763 -1.829 0.158
H 1.176 -0.292 -2.069
H 1.281 -3.316 -0.725
```

*two*
Formula: C14H16
Source: the OMol25 dataset
Level of theory: ωB97M-V/def2-TZVPD

Properties
- Orbital gap (alpha / beta): 7.39 / 3.63 eV
- Total charge: +1
- Spin multiplicity: 2

```
30
C14H16 | the OMol25 dataset | ωB97M-V/def2-TZVPD
C -0.960 -1.458 2.644
C -0.057 2.190 3.314
C -0.777 0.988 3.136
C 1.213 2.213 2.771
C -0.198 -0.175 2.671
C 1.799 1.056 2.286
C 1.146 -0.168 2.201
H -0.555 3.112 3.575
H -1.755 0.919 3.602
H 1.801 3.120 2.849
H 2.851 1.027 2.007
H -2.024 -1.229 2.765
H -0.721 -2.093 3.505
H 1.493 -1.022 1.653
H -0.890 -2.143 1.796
C -1.860 -0.584 -4.514
C -0.215 0.110 -1.169
C -1.013 0.350 -2.248
C 0.895 -0.726 -1.314
C -0.882 -0.540 -3.373
C 1.222 -1.487 -2.462
C 0.359 -1.274 -3.512
H -0.328 0.737 -0.292
H -1.811 1.077 -2.331
H 1.545 -0.943 -0.474
H 2.114 -2.079 -2.524
H -2.507 -1.446 -4.327
H -1.269 -0.815 -5.398
H 0.506 -1.749 -4.476
H -2.293 0.408 -4.610
```

*three*
Formula: C14H16
Source: the OMol25 dataset
Level of theory: ωB97M-V/def2-TZVPD

Properties
- Orbital gap (alpha / beta): 8.27 / 4.31 eV
- Total charge: +1
- Spin multiplicity: 2

```
30
C14H16 | the OMol25 dataset | ωB97M-V/def2-TZVPD
C 2.301 -2.144 1.063
C -0.174 -2.307 1.021
C 1.056 -2.173 0.258
C -1.337 -1.757 0.589
C 0.868 -1.755 -1.037
C -1.497 -1.310 -0.769
C -0.377 -1.304 -1.545
H -0.079 -2.856 1.930
H -2.189 -1.683 1.238
H 2.980 -1.390 0.839
H 2.818 -3.132 0.873
H 1.731 -1.813 -1.759
H -2.493 -1.078 -1.019
H -0.311 -0.712 -2.444
H 2.208 -2.259 2.236
C 2.159 1.326 0.428
C -1.990 2.067 -0.399
C -1.650 1.592 0.861
C -1.065 2.558 -1.259
C -0.316 1.318 1.162
C 0.300 2.334 -0.965
C 0.669 1.696 0.250
H -3.048 2.346 -0.625
H -2.474 1.382 1.640
H -1.373 3.246 -2.067
H -0.099 0.836 2.119
H 0.975 2.573 -1.801
H 2.816 2.019 -0.141
H 2.376 0.446 -0.389
H 2.478 1.234 1.425
```

Short version: *three* is the least stable of them.

*one*
Formula: C3H6ClN2
Source: the OMol25 dataset
Level of theory: ωB97M-V/def2-TZVPD

Properties
- Orbital gap: 9.38 eV
- Total charge: +1
- Spin multiplicity: 1
- SMILES string: [H]/N=C1/[C@@H]([NH3+])[C@@H]1Cl

```
12
C3H6ClN2 | the OMol25 dataset | ωB97M-V/def2-TZVPD
C -0.468 0.962 -0.001
C 0.528 -0.080 0.254
C 0.418 0.337 -1.245
N -1.401 1.618 0.493
N 0.070 -1.408 0.822
Cl 1.774 1.111 -1.903
H 1.459 0.282 0.727
H -0.226 -0.181 -1.933
H -1.945 2.276 -0.065
H 0.727 -1.718 1.494
H -0.123 -2.206 0.284
H -0.813 -0.993 1.075
```

*two*
Formula: C3H6ClN2
Source: the OMol25 dataset
Level of theory: ωB97M-V/def2-TZVPD

Properties
- Orbital gap: 10.22 eV
- Total charge: +1
- Spin multiplicity: 1
- SMILES string: C=N/C(Cl)=[NH+]/C

```
12
C3H6ClN2 | the OMol25 dataset | ωB97M-V/def2-TZVPD
C -1.908 -1.752 0.220
C -0.577 0.143 -0.195
C 1.686 1.166 0.022
N -1.364 -0.892 -0.473
N 0.731 0.109 -0.284
Cl -1.427 1.882 -0.125
H -1.839 -1.681 1.272
H -2.448 -2.610 -0.152
H 1.733 1.782 -0.901
H 2.783 0.725 0.037
H 1.402 1.921 0.894
H 1.226 -0.795 -0.317
```

Short version: *one* is the least stable of them.

*one*
Formula: C2H4NP
Source: the OMol25 dataset
Level of theory: ωB97M-V/def2-TZVPD

Properties
- Orbital gap: 10.65 eV
- Spin multiplicity: 1
- SMILES string: PC1=NC1

```
8
C2H4NP | the OMol25 dataset | ωB97M-V/def2-TZVPD
C 0.469 -0.063 -0.132
C 0.330 -0.313 1.225
N 1.054 0.859 0.522
P -0.196 -0.316 -1.755
H -0.558 0.028 1.791
H 0.893 -1.006 1.695
H -0.401 1.019 -2.062
H -1.591 -0.207 -1.285
```

*two*
Formula: C2H4NP
Source: the OMol25 dataset
Level of theory: ωB97M-V/def2-TZVPD

Properties
- Orbital gap: 8.25 eV
- Spin multiplicity: 1
- SMILES string: PN1C=C1

```
8
C2H4NP | the OMol25 dataset | ωB97M-V/def2-TZVPD
C -0.775 1.019 -0.762
C -0.284 1.142 0.429
N 0.446 0.364 -0.484
P 0.182 -1.675 -0.005
H -1.515 0.812 -1.610
H -0.129 1.886 1.254
H 0.500 -1.424 1.439
H 1.575 -2.125 -0.261
```

Short version: *two* is the least stable of them.